Entry 1:
Here is C40H37N3O5P2RhS3 as an isolated structure from OMol25. Energies are from ωB97M-V/def2-TZVPD.

Values from the calculation:
LUMO energy (alpha / beta): -0.45 / -0.67 eV
multiplicity: 2

CARTESIAN COORDINATES (ANGSTROEM)
Rh -0.746 -0.338 0.223
O -1.695 -0.780 -1.535
N -2.257 0.251 -2.167
C -3.025 -0.062 -3.231
C -3.603 0.913 -3.992
C -3.382 2.250 -3.648
C -2.597 2.543 -2.563
C -2.018 1.523 -1.798
S -1.027 1.861 -0.425
H -3.105 -1.121 -3.418
H -4.210 0.633 -4.839
H -3.822 3.047 -4.232
H -2.400 3.563 -2.264
C 2.018 0.865 1.659
C 2.580 -0.261 0.777
P 2.156 -1.938 1.452
C 3.694 -2.903 1.227
C 3.613 -4.278 0.997
C 4.758 -5.053 0.916
C 6.008 -4.472 1.078
C 6.101 -3.113 1.333
C 4.953 -2.336 1.410
C 1.073 -2.622 0.143
C -0.298 -2.757 0.424
C -1.159 -3.304 -0.534
C -0.678 -3.694 -1.765
C 0.681 -3.573 -2.038
C 1.544 -3.029 -1.103
P 0.282 0.492 2.160
C -0.453 2.095 2.630
C 0.255 3.290 2.641
C -0.361 4.467 3.049
C -1.686 4.455 3.452
C -2.399 3.262 3.445
C -1.786 2.090 3.038
C 0.383 -0.246 3.831
C -0.211 -1.465 4.132
C -0.149 -1.982 5.416
C 0.520 -1.284 6.411
C 1.109 -0.062 6.121
C 1.030 0.462 4.839
H 1.987 1.787 1.075
H 2.635 1.031 2.545
H 3.658 -0.156 0.655
H 2.153 -0.178 -0.229
H 2.644 -4.745 0.866
H 4.674 -6.115 0.722
H 6.903 -5.076 1.009
H 7.070 -2.651 1.471
H 5.053 -1.279 1.624
H -0.650 -2.610 1.442
H -2.218 -3.388 -0.320
H -1.341 -4.079 -2.528
H 1.050 -3.897 -3.002
H 2.596 -2.928 -1.339
H 1.288 3.324 2.321
H 0.200 5.393 3.050
H -2.165 5.372 3.769
H -3.436 3.248 3.752
H -2.351 1.166 3.014
H -0.711 -2.024 3.352
H -0.611 -2.936 5.637
H 0.581 -1.691 7.412
H 1.623 0.492 6.895
H 1.467 1.431 4.631
O 0.486 -3.811 -5.283
S 1.089 -2.532 -5.580
O 1.093 -2.110 -6.953
N 0.472 -1.377 -4.600
C 1.378 -0.881 -3.788
S 1.090 0.319 -2.640
C 2.736 -1.511 -3.933
C 3.889 -1.261 -3.208
C 5.018 -2.022 -3.482
C 4.996 -3.009 -4.466
C 3.841 -3.255 -5.199
C 2.731 -2.487 -4.909
H 3.884 -0.488 -2.450
H 5.931 -1.846 -2.926
H 5.887 -3.591 -4.660
H 3.810 -4.020 -5.964
N -4.552 -3.565 1.320
C -3.838 -2.444 1.918
C -3.827 -1.248 0.977
O -4.784 -1.258 0.064
O -3.046 -0.331 1.080
H -4.973 -4.163 2.017
H -3.943 -4.139 0.751
H -5.232 -2.128 0.151
H -2.812 -2.643 2.235
H -4.391 -2.113 2.800

Cartesian forces, eV/Å:
Rh 0.086 0.443 -0.145
O -0.222 -0.090 0.394
N 0.158 0.142 -0.099
C 0.022 0.006 -0.121
C -0.004 0.000 0.057
C 0.024 -0.008 0.029
C -0.015 0.022 -0.019
C 0.102 -0.118 -0.096
S -0.235 -0.377 0.283
H 0.033 -0.001 -0.006
H 0.016 0.000 -0.011
H 0.002 -0.002 -0.007
H -0.002 0.004 -0.005
C -0.017 -0.141 0.087
C -0.126 -0.001 -0.105
P 0.113 -0.073 0.199
C -0.012 -0.007 -0.082
C 0.006 0.014 0.004
C 0.006 -0.003 0.003
C 0.004 -0.006 -0.006
C 0.007 0.001 -0.002
C -0.016 -0.016 0.016
C -0.069 0.076 -0.025
C 0.063 -0.268 0.060
C -0.063 0.046 0.008
C 0.034 0.013 0.008
C 0.014 -0.002 -0.013
C -0.018 0.014 -0.009
P 0.146 0.308 -0.523
C 0.147 0.040 0.074
C -0.003 -0.024 -0.031
C -0.016 0.020 0.007
C 0.016 -0.002 -0.005
C 0.001 -0.007 0.009
C -0.039 -0.021 -0.023
C -0.157 -0.126 -0.112
C -0.016 0.021 -0.030
C 0.008 -0.006 0.028
C -0.017 -0.022 -0.011
C 0.009 0.036 -0.020
C 0.017 -0.037 0.038
H -0.011 0.010 0.001
H -0.007 0.029 0.003
H 0.011 0.040 0.060
H 0.047 -0.013 -0.011
H 0.006 -0.011 -0.005
H -0.004 0.000 -0.004
H 0.000 -0.002 0.005
H -0.001 0.003 0.002
H 0.011 0.003 -0.004
H 0.037 0.066 -0.036
H 0.002 0.008 -0.001
H -0.003 -0.025 0.010
H -0.010 0.021 -0.023
H -0.004 0.006 -0.012
H 0.009 0.000 0.021
H -0.002 0.001 -0.004
H -0.003 0.000 -0.005
H -0.001 -0.003 -0.002
H -0.004 -0.002 -0.011
H -0.007 0.025 0.038
H 0.000 -0.002 0.001
H -0.004 0.001 0.002
H 0.001 -0.004 0.004
H 0.004 0.001 -0.004
O -0.003 -0.014 0.014
S -0.007 0.057 0.028
O -0.004 -0.017 -0.003
N -0.011 -0.006 -0.035
C -0.094 -0.037 0.057
S 0.147 0.131 0.031
C -0.023 -0.002 0.020
C 0.023 -0.002 -0.014
C -0.012 0.012 0.003
C -0.007 -0.011 -0.008
C 0.014 0.005 -0.005
C -0.001 -0.020 0.016
H -0.004 0.003 -0.002
H 0.002 -0.009 0.002
H 0.003 0.003 0.000
H 0.002 0.002 -0.002
N 0.038 0.011 -0.005
C -0.065 -0.020 -0.030
C -0.009 0.042 -0.040
O 0.047 -0.048 -0.036
O -0.105 -0.090 0.164
H -0.035 0.023 -0.004
H 0.002 -0.024 0.024
H -0.020 0.019 0.015
H 0.000 -0.028 -0.043
H 0.067 0.018 0.033

Entry 2:
Here is a 8-piece molecular cluster, C16H48N4O8 overall from OMol25. Energies are from ωB97M-V/def2-TZVPD.

Values from the calculation:
LUMO energy: 0.06 eV

CARTESIAN COORDINATES (ANGSTROEM)
C -9.703 17.089 31.047
O -11.045 16.746 30.745
H -9.626 18.071 31.627
H -9.202 17.318 30.167
H -9.355 16.245 31.670
H -11.203 17.204 29.903
C -14.353 18.216 28.050
O -13.225 17.336 28.316
H -14.253 19.323 28.263
H -15.272 17.754 28.461
H -14.480 17.937 26.988
H -13.494 16.415 28.104
C -10.431 19.590 28.457
O -11.423 20.439 28.928
N -9.265 20.022 28.121
N -10.653 18.382 28.038
H -9.086 20.987 28.444
H -8.525 19.423 27.947
H -11.640 17.973 27.902
H -9.787 17.793 28.035
C -7.453 16.897 27.682
O -6.388 16.305 28.277
N -8.667 16.384 27.721
N -7.438 18.047 27.062
H -8.808 15.560 28.328
H -9.445 16.466 27.040
H -6.522 18.474 26.974
H -8.201 18.494 26.435
C -6.961 15.423 31.263
C -5.497 15.114 31.602
C -5.346 13.521 31.771
O -4.666 15.528 30.716
H -7.586 15.210 32.173
H -7.400 14.913 30.390
H -7.076 16.493 31.163
H -5.277 15.669 32.499
H -6.180 13.022 32.330
H -4.403 13.276 32.236
H -5.233 13.095 30.691
H -5.141 15.363 29.838
C -12.368 14.282 28.867
C -13.902 14.250 28.609
C -14.778 14.747 29.780
O -14.138 14.829 27.531
H -12.281 13.956 29.946
H -11.951 15.278 28.814
H -11.858 13.649 28.116
H -14.262 13.283 28.340
H -15.778 14.678 29.434
H -14.479 15.758 30.145
H -14.847 13.932 30.489
H -15.069 14.767 27.261
C -11.259 12.121 32.241
C -10.473 13.378 32.566
C -9.025 13.064 33.067
O -10.381 14.166 31.624
H -10.924 11.622 31.324
H -12.364 12.232 32.093
H -11.052 11.449 33.174
H -11.071 13.884 33.366
H -8.657 13.908 33.628
H -8.426 12.983 32.198
H -8.832 12.100 33.561
H -10.913 14.967 31.770
C -6.688 19.526 29.851
C -5.374 19.071 30.415
C -4.302 20.166 30.519
O -5.502 18.621 31.592
H -6.512 19.636 28.760
H -6.824 20.565 30.171
H -7.580 18.881 29.990
H -4.918 18.302 29.728
H -4.699 21.104 30.895
H -3.731 20.370 29.598
H -3.522 20.016 31.248
H -5.340 17.678 31.608

Cartesian forces, eV/Å:
C -1.130 0.803 3.048
O -0.092 0.468 -0.635
H -0.294 -1.202 -0.286
H 1.505 -0.354 -1.576
H 0.558 0.824 -0.697
H -0.749 -0.093 0.369
C -0.560 -1.655 -1.532
O 0.213 0.656 1.090
H 0.479 -1.682 -0.086
H 0.423 0.673 0.605
H -0.436 1.490 -0.111
H -0.118 0.861 -0.253
C -7.871 5.574 1.816
O 4.832 -4.162 -2.028
N 1.842 4.959 0.996
N -1.179 -4.532 -0.460
H 0.188 -1.080 -0.253
H 1.476 -0.856 -0.054
H 1.623 0.694 0.813
H -1.862 0.611 -0.049
C 4.895 -3.674 2.658
O -4.939 3.176 -2.764
N -3.192 -3.648 0.935
N 0.677 3.655 -3.024
H 0.431 0.668 -0.598
H 1.497 0.166 0.305
H -0.239 -0.121 -0.150
H 1.730 -1.685 1.525
C -0.699 0.001 1.654
C -4.206 -3.874 3.425
C -0.407 0.353 -1.209
O 2.545 1.858 -6.325
H 0.547 -0.177 -0.952
H 0.437 0.045 0.324
H 0.026 0.380 -0.490
H 0.072 -0.259 1.054
H 0.722 0.481 -0.605
H 0.294 -0.003 0.346
H -0.597 0.657 1.777
H 1.420 0.664 1.069
C -1.209 -1.154 1.255
C 1.706 -3.897 6.898
C 1.212 -0.321 -0.147
O -1.983 6.470 -9.074
H 0.644 0.007 -1.416
H -0.125 0.333 0.008
H -0.149 0.090 0.705
H 0.392 -2.266 1.467
H -1.261 0.802 -0.657
H -0.392 -0.925 0.043
H 0.734 0.267 0.970
H 0.441 0.116 0.061
C -0.230 -1.988 1.600
C -0.913 -5.555 7.921
C -0.910 -0.824 0.353
O 0.285 7.344 -7.939
H 0.380 0.016 0.239
H 0.854 0.317 0.418
H -0.791 0.667 -1.860
H 0.547 -0.691 0.414
H 0.194 0.112 0.429
H 0.595 0.141 -1.168
H -0.513 0.460 0.411
H 0.269 -0.268 -0.823
C 0.157 1.253 -1.845
C 2.687 1.341 -5.911
C 0.456 1.433 -1.140
O -1.243 -3.445 7.373
H -0.314 -0.010 0.452
H -0.693 -0.247 0.339
H 0.821 0.335 0.309
H -0.555 0.379 0.323
H -0.524 0.366 -0.276
H -0.555 0.049 -0.015
H 0.102 -1.110 0.369
H 0.020 -0.258 0.240

Entry 3:
Here is an isolated ion of composition C6H10N3O2 and charge +1 from OMol25. Energies are from ωB97M-V/def2-TZVPD.

Values from the calculation:
LUMO energy (alpha / beta): -3.96 / -6.25 eV
multiplicity: 3
net charge: +1

CARTESIAN COORDINATES (ANGSTROEM)
C 1.593 0.803 0.639
C 1.717 0.659 -0.684
C -0.614 -0.288 -0.813
C -0.668 -0.218 0.551
C 0.523 0.173 1.466
C 0.669 -0.090 -1.488
N 0.593 0.317 -2.848
N 1.294 -1.625 -1.522
N -1.898 -0.533 1.341
O 1.109 -2.244 -0.520
O 1.900 -1.986 -2.492
H 2.538 1.160 1.103
H 2.626 1.016 -1.172
H -1.552 -0.512 -1.401
H 0.753 -0.841 1.899
H 0.207 0.976 2.125
H 1.432 0.634 -3.403
H -0.249 0.152 -3.398
H -1.973 -1.550 1.743
H -2.812 -0.180 0.878
H -1.530 0.050 2.200

Cartesian forces, eV/Å:
C 2.276 -1.000 -0.645
C -0.880 -0.314 0.270
C -2.425 0.186 2.200
C 0.956 0.184 -2.408
C -1.434 -1.060 -1.856
C 1.440 1.777 -2.238
N 0.388 0.264 0.753
N -0.795 2.913 -1.806
N 0.564 0.470 1.850
O -1.163 -2.866 5.842
O 2.343 -0.756 -4.131
H -1.166 0.047 0.236
H -0.449 -0.154 -0.142
H 1.305 0.070 0.562
H 0.591 1.318 0.350
H -0.313 -0.324 0.944
H -1.314 -0.791 1.287
H 0.520 -0.165 0.359
H 0.042 2.021 -1.360
H 1.778 -0.756 1.287
H -2.267 -1.065 -1.356

Relative energy (zero: lowest compared OMol25 entry of this formula, charge and spin) (computed, eV): 2.428; 1.344; 3.472
Total energy (computed, Eh): -4074.73877; -1459.11498; -548.81283
F_max (computed, eV/Å): 0.6; 11.3; 6.6